DFT (ωB97M-V/def2-TZVPD) results for an isolated molecule of C4H9Cl at a distorted geometry.

Atoms and positions in Å:
C 1.24129 -0.56026 0.91671
C 0.09653 -1.04173 0.04726
C -0.52985 -0.00162 -0.89750
C -0.89587 1.30625 -0.17837
Cl -1.37859 2.48195 -1.48731
H 0.89498 -0.25458 1.87987
H 1.94696 0.19531 0.47271
H 1.87806 -1.40010 1.21172
H 0.45254 -1.94331 -0.60192
H -0.76234 -1.29749 0.68739
H 0.25597 0.20256 -1.71046
H -1.46661 -0.50463 -1.24372
H -1.66876 1.14235 0.54024
H -0.06431 1.67531 0.36337

Cartesian forces, eV/Å:
C 1.4 -0.3 -0.2
C -0.1 -0.7 -1.0
C 1.0 -0.3 -0.4
C 0.2 -1.0 -1.8
Cl 0.0 -0.2 0.9
H -0.3 0.9 0.5
H -0.9 -0.5 0.3
H 0.0 -0.1 -0.3
H -0.9 1.4 1.2
H 0.5 -0.7 0.0
H -1.6 -0.1 0.8
H 0.9 0.8 -0.5
H -0.9 0.2 0.1
H 0.9 0.7 0.2

**SMILES**: CCCCCl
**Energy above the lowest of the compared OMol25 structures with the same formula, charge and spin**: 64.9 kJ/mol
**Net charge**: 0
**Electronic energy**: -16816.0751 eV